12
Properties=species:S:1:pos:R:3:forces:R:3:mulliken_charge:R:1 method="wB97M-V/def2-TZVPD" e_above_lowest_ev=0.265 orbital_gap_ha=0.2568 total_energy_ev=-5740.908 total_charge=-1
O -0.684314 -0.380990 -2.607845 0.22 0.01 0.24 -1.15
H 0.014912 -0.977837 -2.901739 -0.11 0.00 -0.26 0.16
C -0.715400 0.609362 1.094983 0.71 0.15 -0.53 -0.97
C 0.716130 0.310372 0.632219 0.31 0.13 -0.11 -0.33
N 0.802171 -0.869426 -0.222925 -0.12 0.38 -0.15 -0.71
H -0.747739 1.535470 1.674661 -0.19 -0.16 0.30 0.31
H -1.311901 0.747343 0.192648 -0.14 -0.09 0.03 0.25
H -1.081847 -0.263693 1.633850 -0.24 0.18 0.29 0.28
H 1.102736 1.161750 0.059557 -0.20 -0.03 -0.14 0.28
H 1.431910 0.250756 1.465964 -0.30 -0.23 0.24 0.26
H 0.121826 -1.548671 0.105164 0.10 -0.13 0.18 0.23
H 0.351514 -0.574439 -1.126541 -0.04 -0.21 -0.09 0.37

---

44
Properties=species:S:1:pos:R:3:forces:R:3:mulliken_charge:R:1 method="wB97M-V/def2-TZVPD" e_above_lowest_ev=0.000 orbital_gap_ha=0.2287 total_energy_ev=-94719.988
C 1.534121 1.108097 2.258853 -0.88 1.44 -0.78 -1.59
C 2.229999 -2.061379 3.148366 -0.10 -0.31 -0.09 -0.56
H 2.541816 1.531614 2.233365 -0.16 -0.07 0.01 0.47
H 1.416535 0.456991 3.124553 -0.07 0.05 -0.18 0.50
H 0.826592 1.949344 2.377789 0.28 0.02 0.58 0.14
H 2.129581 -3.120100 2.891030 0.05 0.29 0.17 0.31
H 2.796205 -1.937628 4.074098 -0.14 0.03 -0.27 0.35
H 1.247209 -1.588700 3.204792 0.23 0.00 -0.09 -0.04
C 1.169936 2.916895 -1.190342 -0.14 -0.40 -0.43 0.02
C 1.332295 3.639148 -2.378026 -0.04 -0.26 0.28 -0.78
C 1.242202 2.961252 -3.595528 -0.04 -0.08 0.29 -0.39
C 1.032968 1.583628 -3.592247 0.01 -0.34 0.55 -0.87
H 1.209004 3.391952 -0.205006 -0.03 -0.16 -0.38 0.44
H 1.522055 4.709673 -2.317384 -0.08 -0.29 -0.14 0.39
H 1.341646 3.497427 -4.537940 -0.02 -0.12 0.23 0.42
H 0.964092 0.993718 -4.502789 0.09 0.40 0.06 0.34
N 0.949884 1.591054 -1.190519 0.17 0.40 -1.24 0.28
C 0.921270 0.908699 -2.367714 0.17 1.37 0.19 0.43
C 0.789555 -0.555425 -2.251080 -0.04 -1.63 0.61 0.53
N 0.761704 -1.025011 -0.980279 -0.30 -0.06 -1.01 0.36
C 0.561741 -2.325645 -0.740300 0.27 0.37 -0.27 -0.10
C 0.586560 -2.813761 -3.091180 0.07 0.14 0.32 -0.48
C 0.516447 -3.264271 -1.768211 -0.08 0.31 -0.12 -0.74
H 0.441095 -2.588492 0.310698 0.12 0.01 -0.29 0.45
H 0.425815 -4.315147 -1.508881 -0.06 0.17 -0.20 0.40
C 0.707454 -1.445725 -3.336254 0.01 0.57 0.38 -0.74
H 0.746854 -1.024952 -4.339034 -0.06 -0.43 0.14 0.32
H 0.540817 -3.518658 -3.921603 0.02 0.20 0.23 0.42
Zn 0.714665 0.468790 0.510769 0.05 -0.48 1.63 0.62
I 3.340910 -1.174046 1.554015 0.92 -1.19 0.05 -0.01
C -3.245574 -0.616806 0.498957 -0.14 -0.24 -0.30 -1.86
C -2.150793 -0.090876 1.421117 -0.31 0.24 1.01 1.10
O -0.905592 -0.508935 1.152693 -0.07 0.20 -0.50 -0.72
C -2.293469 1.484993 1.382753 -0.08 0.12 0.17 0.40
F -3.591086 1.909846 1.417089 1.03 -0.14 -0.02 -0.30
F -1.634197 2.118274 2.384986 -0.48 -0.35 -0.80 -0.23
F -1.767203 1.956557 0.194684 -0.29 -0.28 0.88 -0.26
C -2.516900 -0.604088 2.876562 -0.09 0.17 -0.13 0.52
F -3.730654 -0.131335 3.298081 0.77 -0.36 -0.02 -0.28
F -2.605516 -1.968980 2.864781 0.09 0.98 0.14 -0.27
F -1.595640 -0.265042 3.807957 -0.67 -0.30 -0.57 -0.23
H -3.121377 -0.180085 -0.498261 -0.05 -0.09 0.16 0.38
H -4.225855 -0.347102 0.901550 0.06 -0.16 -0.27 0.42
H -3.157191 -1.705781 0.423028 0.00 0.25 0.03 0.43

---

19
Properties=species:S:1:pos:R:3:forces:R:3:mulliken_charge:R:1 method="wB97M-V/def2-TZVPD" smiles="CC(=O)Nc1ccccc1" e_above_lowest_ev=3.810 orbital_gap_ha=0.3577 total_energy_ev=-11976.039
C 2.271757 1.035894 0.711972 -16.26 -3.00 -8.23 -1.55
C 2.437122 -0.304260 -0.089405 -3.81 3.73 1.01 0.58
O 3.520409 -0.654308 -0.357547 2.92 -2.02 -0.84 -0.55
N 1.256136 -0.944902 -0.461438 2.44 -1.30 -0.08 -0.17
C -0.064708 -0.521052 -0.298023 0.51 0.87 -1.16 0.29
C -0.459868 0.775462 -0.663120 -5.32 -4.60 3.09 -0.50
C -1.812973 1.087903 -0.401767 2.33 3.04 -3.07 -0.36
C -2.696840 0.159189 -0.010481 -4.39 -0.35 1.43 -0.35
C -2.339410 -1.097923 0.321662 5.13 -1.30 -1.28 -0.54
C -0.943331 -1.479947 0.080389 -6.61 7.97 -0.37 -0.90
H 1.145003 1.124262 1.130841 3.23 -0.15 -0.03 0.32
H 3.002566 1.112714 1.140498 13.53 0.93 10.09 0.70
H 2.389037 1.882823 0.109216 -0.38 1.17 -1.88 0.36
H 1.481525 -1.943731 -0.635369 -0.74 1.00 -0.11 0.23
H 0.223128 1.421362 -0.850236 4.03 4.38 -1.82 0.75
H -2.137116 2.089832 -0.819457 0.15 -1.15 1.06 0.28
H -3.814214 0.354672 0.143829 1.77 0.30 -0.39 0.25
H -2.958971 -1.822607 0.707945 -1.61 -1.30 0.66 0.44
H -0.499248 -2.275385 0.240493 3.08 -8.22 1.93 0.72

---

53
Properties=species:S:1:pos:R:3:forces:R:3:mulliken_charge:R:1 method="wB97M-V/def2-TZVPD" e_above_lowest_ev=3.800 spin_multiplicity=2 orbital_gap_ha="0.3345 / 0.1433" total_energy_ev=-35294.956 total_charge=+1 s2=0.7572
N -0.855514 -1.334688 0.578188 -2.49 -0.81 -1.29 0.14
C -2.269810 -1.705020 0.009410 2.20 2.51 1.14 0.45
C -2.348459 -2.952516 -0.753872 1.62 -2.41 1.08 -1.29
C -2.686924 -0.479330 -0.827551 -3.18 4.01 2.59 0.25
N -3.132323 0.658723 -0.132332 3.92 -9.32 2.62 -0.17
O -2.946278 -0.454356 -2.017401 0.29 -0.74 -0.32 -0.42
H -0.426370 -0.471272 0.219603 -0.26 -0.29 0.23 -0.10
H -0.379865 -2.141870 0.217913 1.29 -0.02 -0.03 0.15
H -2.970498 -1.776571 0.851391 0.06 0.79 -0.19 0.37
H -2.902539 -3.583288 -0.034523 0.31 -0.55 -1.13 0.31
H -1.324609 -3.406889 -0.954309 -1.24 0.45 0.30 0.39
H -2.823307 -2.867419 -1.695181 -0.73 -0.02 -0.75 0.41
H -3.383522 1.399821 -0.540867 -2.45 6.76 -4.65 0.23
H -3.071111 0.754010 0.857265 0.33 -0.51 1.22 0.18
H 3.413645 1.599487 1.539327 -1.85 -4.69 3.37 0.33
H 4.121094 1.902510 0.336478 1.88 -1.45 -2.87 0.29
O 3.712021 2.269722 1.053745 0.18 6.00 -0.27 -0.67
H 0.904796 3.651966 1.827622 4.51 2.24 1.04 0.28
H 0.114025 3.041852 0.782202 -0.18 -0.55 -2.01 0.33
O 0.103204 3.301692 1.677033 -4.53 -1.06 0.93 -0.67
H -1.568097 1.733699 2.428967 0.28 1.62 -0.34 0.35
H -1.128605 0.366786 2.711133 -1.39 1.08 1.05 0.31
O -1.874551 1.013734 2.956833 1.14 -2.57 -0.90 -0.67
H 0.777984 1.323193 1.622147 0.51 -0.95 0.35 0.09
H 1.231297 1.737072 2.874975 0.25 1.32 1.77 0.43
O 1.152008 0.915853 2.441986 -0.63 -0.95 -1.90 -0.53
H 1.955597 -0.923079 -1.640510 1.69 1.62 1.44 0.24
H 3.410979 -1.108636 -1.591834 -1.01 1.85 1.54 0.34
O 2.746826 -0.502052 -1.085165 -1.02 -3.32 -3.93 -0.70
H -0.492232 3.366133 -1.831987 0.77 -2.15 -0.35 0.27
H 0.532426 2.081436 -2.015048 -0.95 1.14 0.34 0.32
O -0.399873 2.396061 -2.082820 -0.41 0.84 -0.50 -0.61
H 2.084513 2.380170 0.154299 1.71 0.94 0.95 0.45
H 1.912071 0.961935 -0.454402 -1.27 3.15 0.18 0.24
O 1.440497 1.931749 -0.354256 0.13 -4.51 -1.19 -0.45
H -0.356453 -2.594958 2.325439 0.83 -0.94 -0.41 0.16
H -0.853736 -3.441629 3.336538 1.53 -1.36 -1.14 0.36
O -0.195817 -3.549011 2.564589 -2.52 2.41 1.62 -0.62
H -1.393904 0.019565 -2.874709 0.85 -0.33 -4.39 0.48
H -1.930098 0.211611 -4.368645 -1.77 1.07 -0.95 0.25
O -1.238350 -0.201294 -3.911457 1.01 -0.40 4.50 -0.58
H 4.180636 -1.070043 0.537329 2.17 -0.84 -1.30 0.21
H 3.822331 -1.325241 2.102571 0.76 -0.16 -0.81 0.25
O 3.588869 -0.987107 1.228552 -2.66 1.33 2.87 -0.42
H 1.174789 -0.216298 -4.086118 -0.20 -2.03 1.44 0.32
H 0.314139 -1.564565 -3.902111 2.61 1.80 1.19 0.33
O 1.138069 -1.053331 -3.501238 -1.87 0.02 -2.21 -0.69
H 1.616335 -3.951813 1.016859 0.77 -1.80 -0.43 0.35
H 1.694549 -2.731707 1.427901 1.09 1.71 0.58 0.22
O 2.356745 -3.333823 1.074608 -1.81 -0.31 -0.16 -0.55
H -1.977342 4.165804 0.471585 -0.63 0.87 0.23 0.26
H -2.606437 3.193643 -0.568235 -4.67 0.01 -3.97 0.22
O -1.962799 3.349602 -0.001913 5.09 -0.48 3.83 -0.45